No. 1
Entry from the Open Molecules 2025 dataset: C35H38F4N3OReS4SbTe as an isolated structure (the ωB97M-V functional and the def2-TZVPD basis).

Each line ends with the Löwdin charge.
Positions of all 88 atoms, in Å:
Re 1.90119 -0.90218 0.38788  1.20
C 3.83675 -4.91728 1.25662  -0.04
C 3.26347 -3.51180 1.35829  -0.21
N 2.87485 -2.87087 0.05210  -0.28
C 4.03677 -2.86857 -0.89143  -0.24
C 5.30160 -2.27223 -0.29851  -0.08
C 1.73697 -3.59385 -0.58306  -0.15
C 0.47250 -3.42249 0.26478  -0.13
N 0.59903 -2.14888 0.99671  -0.16
C 0.06594 -2.09393 2.29582  -0.17
C 0.82962 -1.41410 3.23216  -0.15
F 2.02283 -0.91333 2.76402  -0.03
C 0.48239 -1.31305 4.55953  -0.20
F 1.27060 -0.66034 5.40004  0.14
C -0.68326 -1.92032 4.98959  0.12
C -1.45714 -2.61082 4.07433  -0.20
F -2.57147 -3.20801 4.47003  0.14
C -1.10121 -2.70302 2.73615  -0.15
F -1.87302 -3.37133 1.88050  0.13
H 3.98041 -5.29428 2.26875  0.10
H 3.16678 -5.61169 0.75079  0.08
H 4.80402 -4.94580 0.75927  0.08
H 2.37344 -3.53384 1.98585  0.11
H 3.97857 -2.84545 1.84070  0.12
H 4.21701 -3.89842 -1.20769  0.13
H 3.71889 -2.31958 -1.77736  0.09
H 5.77708 -2.93847 0.41876  0.08
H 6.01763 -2.09389 -1.09951  0.10
H 5.11637 -1.31681 0.19672  0.05
H 1.59818 -3.17122 -1.57626  0.11
H 1.96738 -4.65293 -0.70309  0.13
H -0.40336 -3.39435 -0.38297  0.13
H 0.34747 -4.24129 0.97349  0.13
H -0.98021 -1.86645 6.02827  0.16
S 0.73504 2.98387 -2.29618  0.07
Sb 2.29380 2.70384 -0.75895  0.21
S 3.34123 0.41943 -1.20429  0.56
S 0.87448 1.18301 0.97753  0.10
S 3.75169 3.78324 0.46080  0.02
C -3.49623 7.19602 -0.52650  -0.02
C -2.95755 5.80585 -0.36549  -0.23
C -3.20328 4.82192 -1.31497  0.01
C -2.69592 3.53819 -1.18998  -0.33
C -2.99434 2.54340 -2.28712  -0.09
C -1.93263 3.23778 -0.04622  -0.37
Te -1.27834 1.23483 -0.12667  1.56
N 1.96177 -0.55004 -1.48715  -0.58
C 0.98763 -0.63048 -2.52267  -0.51
O -0.08256 -1.08986 -2.18399  0.02
C 1.34425 -0.22808 -3.89214  -0.19
C 2.66006 -0.18781 -4.34925  -0.05
C 2.92024 0.17136 -5.66201  -0.05
C 1.87244 0.49684 -6.51152  -0.04
C 0.55805 0.44262 -6.06117  -0.04
C 0.29195 0.07135 -4.75735  -0.02
C -2.38984 0.36311 1.43378  -0.41
C -2.29259 0.83672 2.74006  -0.12
C -3.14209 0.33814 3.71117  -0.06
C -4.08560 -0.62263 3.36599  -0.04
C -4.15055 -1.10593 2.07061  -0.03
C -3.30029 -0.63335 1.07011  -0.31
C -3.41228 -1.19808 -0.32315  -0.06
C -1.66700 4.19700 0.93877  -0.27
C -0.89099 3.98302 2.20986  -0.06
C -2.18695 5.47037 0.73931  0.01
H -4.14408 7.27562 -1.39663  0.08
H -2.67902 7.90941 -0.64289  0.10
H -4.06439 7.49358 0.35517  0.09
H -3.79952 5.06305 -2.18659  0.13
H -3.57662 3.02254 -3.07091  0.09
H -3.58599 1.69473 -1.93094  0.07
H -2.08234 2.15917 -2.75225  0.04
H 3.48411 -0.45849 -3.70286  0.07
H 3.93887 0.19154 -6.02421  0.12
H 2.07960 0.78377 -7.53378  0.12
H -0.25482 0.68457 -6.73210  0.12
H -0.72513 0.00757 -4.39351  0.12
H -1.56700 1.59350 2.99927  0.08
H -3.08085 0.70897 4.72599  0.12
H -4.76496 -1.00774 4.11497  0.12
H -4.87259 -1.87342 1.82037  0.13
H -3.91243 -2.16447 -0.29513  0.09
H -2.44085 -1.34471 -0.80250  0.05
H -4.01138 -0.54801 -0.96581  0.09
H -0.22965 3.12256 2.18507  -0.01
H -1.57639 3.86592 3.05129  0.10
H -0.27620 4.85750 2.41840  0.10
H -1.98008 6.22806 1.48710  0.14

energy relative to the best compared isomer or geometry (same formula, charge and spin) = 129.8 kJ/mol
charge = +2
lowest unoccupied orbital energy (spin up / spin down) = -7.539 / -7.095 eV
highest occupied orbital energy (spin up / spin down) = -13.7472 / -13.7613 eV
2S+1 = 2
strongest force on any atom = 0.34 eV/A
M = 1156.5 g mol⁻¹
gap between HOMO and LUMO (spin up / spin down) = 6.208 / 6.666 eV

No. 2
Entry from the Open Molecules 2025 dataset: an isolated molecule of C19H27N3O4S (the ωB97M-V functional and the def2-TZVPD basis).

Each line ends with the Löwdin charge.
Positions of all 54 atoms, in Å:
C -8.14302 -0.29587 -0.25106  0.00
C -6.74084 -0.45131 0.29545  -0.51
O -6.46398 -1.15264 1.23652  0.08
N -5.82920 0.29712 -0.40795  0.12
C -4.45773 0.42410 -0.20766  -0.21
C -3.78227 -0.22782 0.82512  0.02
C -2.41786 -0.05709 0.96706  -0.04
C -1.72834 0.75856 0.09037  -0.27
C -2.38387 1.41249 -0.93607  -0.06
C -3.74647 1.24881 -1.08410  -0.01
H -4.26788 1.76183 -1.87982  0.11
H -1.81940 2.05604 -1.59158  0.12
S 0.04732 0.90360 0.21613  0.66
O 0.45859 0.66245 1.56654  -0.28
O 0.46662 2.11440 -0.42805  -0.29
N 0.65155 -0.35560 -0.70145  -0.30
C 0.43868 -0.24882 -2.12230  -0.08
H 1.17115 -0.86458 -2.64424  0.10
H -0.56906 -0.57057 -2.41410  0.09
H 0.58189 0.79440 -2.39344  0.09
C 0.54025 -1.67729 -0.13889  -0.11
C 1.82849 -2.49325 -0.33895  -0.48
O 1.82601 -3.70284 -0.42412  0.06
N 2.91457 -1.71290 -0.40445  0.07
H 2.78625 -0.72120 -0.23606  0.11
C 4.27629 -2.18382 -0.35867  -0.15
C 5.00587 -1.54318 0.83406  -0.13
C 4.87803 -0.04960 0.76041  -0.28
C 3.95198 0.64242 1.41747  -0.07
C 3.85077 2.11551 1.19361  -0.18
C 3.86936 2.45476 -0.30884  -0.18
C 4.80924 1.54742 -1.11942  -0.18
C 5.72697 0.71297 -0.21418  -0.15
H 6.39671 1.38642 0.32840  0.12
H 6.34080 0.04184 -0.81681  0.11
H 5.41855 2.14601 -1.79898  0.10
H 4.22029 0.85979 -1.73062  0.10
H 4.16645 3.49860 -0.42180  0.11
H 2.85082 2.36490 -0.68759  0.08
H 2.93580 2.50454 1.63859  0.10
H 4.70147 2.60594 1.67930  0.12
H 3.26607 0.18184 2.11211  0.11
H 4.55668 -1.90646 1.75963  0.12
H 6.05472 -1.84393 0.81183  0.12
H 4.78456 -1.91718 -1.29248  0.12
H 4.24971 -3.27160 -0.26862  0.12
H -0.31132 -2.23811 -0.54449  0.14
H 0.40611 -1.55711 0.93887  0.12
H -1.88172 -0.53849 1.76889  0.12
H -4.33082 -0.85790 1.50471  0.10
H -6.19280 0.84019 -1.17955  0.14
H -8.18036 -0.61440 -1.29079  0.08
H -8.45755 0.74396 -0.18991  0.08
H -8.82230 -0.90852 0.33404  0.09

energy relative to the best compared isomer or geometry (same formula, charge and spin) = 132.6 kJ/mol
charge = 0
lowest unoccupied orbital energy = 0.344 eV
highest occupied orbital energy = -8.8750 eV
SMILES string = CC(=O)Nc1ccc(S(=O)(=O)N(C)CC(=O)NCCC2=CCCCC2)cc1
strongest force on any atom = 1.11 eV/A
M = 393.5 g mol⁻¹
gap between HOMO and LUMO = 9.219 eV

No. 3
Entry from the Open Molecules 2025 dataset: C4H2N2OS as an isolated structure (the ωB97M-V functional and the def2-TZVPD basis).

Each line ends with the Löwdin charge.
Positions of all 10 atoms, in Å:
C 0.02159 1.27871 -1.59540  -0.36
C -0.61560 1.05805 0.52068  -0.19
C 0.54402 0.17229 0.50213  -0.62
C -0.60682 0.94858 1.93699  -0.38
N -0.74262 1.73369 -0.63665  0.05
N 0.60598 0.05619 1.79741  0.11
O -1.14265 1.34050 2.90465  0.18
S 1.23835 0.03185 -1.07091  1.01
H 0.10853 1.57316 -2.64597  0.08
H 1.24123 -1.93639 2.03459  0.11

energy relative to the best compared isomer or geometry (same formula, charge and spin) = 463.4 kJ/mol
charge = 0
lowest unoccupied orbital energy (spin up / spin down) = -0.265 / -1.838 eV
highest occupied orbital energy (spin up / spin down) = -8.9849 / -9.3056 eV
strongest force on any atom = 5.54 eV/A
M = 126.1 g mol⁻¹
gap between HOMO and LUMO (spin up / spin down) = 8.720 / 7.468 eV

No. 4
Entry from the Open Molecules 2025 dataset: a 3-piece molecular cluster, C20H25F6NO8 overall (the ωB97M-V functional and the def2-TZVPD basis).

Each line ends with the Löwdin charge.
Positions of all 60 atoms, in Å:
C 1.49685 3.24426 2.78817  -0.01
C 1.94568 3.47422 1.37111  -0.50
O 3.12791 3.65602 1.12089  0.07
N 0.91939 3.43285 0.37904  0.03
C 1.38399 2.92606 -0.92463  -0.19
C 0.45459 1.81595 -1.45986  -0.17
C 1.13653 0.44954 -1.63540  -0.17
C 0.59115 -0.64868 -0.68698  -0.13
C 1.63369 -1.37309 0.09143  -0.13
C 1.77345 -2.70563 0.10752  0.07
C 2.79907 -3.34787 0.94443  -0.30
O 2.79450 -4.55786 1.14109  0.12
C 3.84334 -2.48608 1.56955  -0.23
O 4.90435 -3.11990 2.14937  0.08
C 3.72508 -1.14977 1.54842  0.10
C 2.53736 -0.53968 0.93631  -0.31
O 2.27319 0.63343 1.13819  0.12
H 1.80734 2.24754 3.07794  0.07
H 0.42124 3.29524 2.89820  0.07
H 2.01189 3.95531 3.42177  0.08
H 0.58079 4.38064 0.27667  0.10
H 2.39661 2.55676 -0.85338  0.10
H 1.37422 3.74520 -1.63685  0.11
H -0.40405 1.73698 -0.80592  0.10
H 0.08401 2.13357 -2.42915  0.10
H 2.20598 0.53515 -1.49795  0.10
H 0.94032 0.11574 -2.64745  0.10
H -0.01607 -1.36740 -1.22464  0.11
H -0.07102 -0.17585 0.03546  0.12
H 1.13888 -3.34499 -0.48025  0.11
H 4.80593 -3.05088 3.09987  0.12
H 4.45670 -0.50315 1.99801  0.14
C -4.95367 5.74089 3.07745  -0.06
C -3.57823 6.34499 2.89809  -0.19
O -2.84442 5.68139 1.84914  0.03
C -3.14743 6.04110 0.61385  -0.41
O -3.94596 6.85806 0.27511  0.18
C -2.26660 5.25844 -0.37228  -0.55
F -2.23770 3.96249 -0.07716  0.17
F -1.00716 5.73114 -0.32525  0.15
F -2.70605 5.39359 -1.61225  0.19
H -4.87723 4.66884 3.26033  0.08
H -5.45741 6.20535 3.92395  0.08
H -5.56773 5.88658 2.18996  0.08
H -2.97726 6.20605 3.79338  0.12
H -3.62891 7.41223 2.68697  0.13
C 0.36892 -6.97650 -0.79531  -0.05
C 0.02220 -5.96478 -1.86528  -0.20
O -0.33984 -6.60510 -3.10397  0.04
C -1.57453 -7.07388 -3.17317  -0.41
O -2.41717 -7.00567 -2.33274  0.18
C -1.80455 -7.70669 -4.55571  -0.56
F -0.79726 -8.51236 -4.89120  0.17
F -1.89969 -6.74821 -5.48150  0.17
F -2.92604 -8.40919 -4.56369  0.18
H 1.15529 -7.64449 -1.14676  0.09
H 0.71921 -6.46678 0.10183  0.07
H -0.49579 -7.58511 -0.53417  0.08
H 0.89258 -5.35665 -2.10330  0.12
H -0.78046 -5.29935 -1.54729  0.12

charge = 0
lowest unoccupied orbital energy = -1.596 eV
highest occupied orbital energy = -9.2634 eV
SMILES string = CC(=O)NCCCCC1=CC(=O)C(O)=CC1=O.CCOC(=O)C(F)(F)F.CCOC(=O)C(F)(F)F
strongest force on any atom = 1.60 eV/A
M = 521.4 g mol⁻¹
gap between HOMO and LUMO = 7.667 eV